1.
Molecular formula: C11H14N2OPPt
Method: DFT, ωB97M-V/def2-TZVPD

Computed properties:
* spin multiplicity: 3
* charge: -1
* HOMO-LUMO gap (alpha / beta): 3.75 / 6.18 eV
* LUMO level (alpha / beta): 2.747 / 2.715 eV
* HOMO (alpha / beta): -1.0 / -3.5 eV

Last column: Löwdin spin population.
Atoms and positions in Å:
C: 0.72830 -0.03776 -3.30607  0.00
C: -0.41706 -0.94214 -3.30915  0.17
C: -0.28311 -1.83676 -2.22763  0.00
C: 0.92648 -1.58221 -1.53722  0.21
C: 1.59821 -0.44825 -2.14053  -0.01
Pt: 0.42273 1.33569 -1.63175  0.40
P: -0.49173 3.30447 -1.74830  0.06
H: 1.12665 0.55681 -4.12925  0.01
H: -1.20726 -0.93417 -4.05138  0.01
H: -0.98745 -2.61261 -1.95941  0.00
H: 2.64786 -0.17053 -2.06626  0.00
H: 1.35727 -2.18620 -0.74630  0.01
H: -1.66784 3.43234 -0.92745  0.00
H: -0.94914 3.63495 -3.05615  0.02
H: 0.40984 4.35020 -1.41429  0.01
N: -1.69459 -1.84796 3.87329  0.01
C: -1.50609 -1.68974 2.52145  0.06
O: -2.08468 -2.39183 1.69686  0.08
C: -0.53220 -0.62786 2.11892  0.14
C: 0.40194 -0.01631 2.98579  0.24
C: 1.35020 0.84464 2.44863  0.05
C: 1.33024 1.13460 1.08495  0.22
N: 0.39436 0.60078 0.27859  0.25
C: -0.53151 -0.28454 0.75551  0.00
H: -2.33163 -2.54888 4.19892  0.00
H: -1.27203 -1.23407 4.56192  0.00
H: 0.37464 -0.21246 4.05534  0.02
H: 2.10707 1.34294 3.04754  0.00
H: 2.03228 1.78806 0.57430  0.02
H: -1.25173 -0.72121 0.04918  0.00



2.
Molecular formula: C18H16AsF5O8P2PdSTe
Method: DFT, ωB97M-V/def2-TZVPD

Computed properties:
* charge: -2
* HOMO-LUMO gap: 7.25 eV
* LUMO level: 3.547 eV
* HOMO: -3.7 eV

Last column: Löwdin charge in e.
Atoms and positions in Å:
Pd: -1.66469 1.99542 -1.22535  0.95
S: 1.51822 2.01354 0.86504  0.71
C: 2.39233 0.63508 0.16518  -0.64
C: 3.71254 0.79288 -0.24361  -0.11
C: 4.41517 -0.26970 -0.78963  -0.10
C: 3.80362 -1.50778 -0.90883  -0.10
C: 2.49010 -1.67604 -0.48785  -0.10
C: 1.77056 -0.61549 0.05145  -0.40
As: -0.14378 -0.70917 0.47182  1.36
C: 0.04925 -0.48691 2.40864  -0.43
C: 1.09178 -1.02288 3.15806  -0.13
C: 1.17062 -0.78860 4.52343  -0.10
C: 0.20722 -0.00954 5.15045  -0.11
C: -0.83040 0.53480 4.40838  -0.09
C: -0.90918 0.29620 3.04295  -0.12
C: -0.36077 -2.66866 0.40055  -0.39
C: -0.62081 -3.20096 -0.86316  -0.13
C: -0.88558 -4.55152 -1.02922  -0.10
C: -0.91786 -5.39395 0.07487  -0.11
C: -0.68897 -4.87180 1.33892  -0.11
C: -0.41503 -3.51890 1.50003  -0.10
H: 4.16872 1.76970 -0.14544  0.10
H: 5.43684 -0.12861 -1.12075  0.09
H: 4.34370 -2.34701 -1.33107  0.09
H: 2.02696 -2.65129 -0.58240  0.09
H: 1.85826 -1.61161 2.66533  0.11
H: 1.98918 -1.20703 5.09738  0.09
H: 0.27377 0.18377 6.21446  0.09
H: -1.57357 1.16123 4.88559  0.10
H: -1.70731 0.74523 2.46057  0.10
H: -0.63783 -2.54214 -1.72565  0.11
H: -1.08991 -4.94097 -2.01892  0.10
H: -1.13846 -6.44744 -0.04905  0.09
H: -0.72917 -5.51753 2.20866  0.09
H: -0.24838 -3.12669 2.49585  0.08
O: -3.18434 4.66445 -2.39449  -0.14
P: -4.02659 3.30372 -2.24135  0.19
O: -5.45815 3.59167 -2.37746  -0.29
O: -3.54857 2.58536 -0.96592  -0.40
O: -3.47351 2.42996 -3.48923  -0.28
P: -2.86647 0.93091 -3.63635  0.18
O: -1.49301 1.23580 -4.42260  -0.14
O: -3.73303 0.07959 -4.45827  -0.30
O: -2.50016 0.46075 -2.22133  -0.42
H: -2.23445 4.54302 -2.24775  0.04
H: -0.93137 1.87080 -3.94989  0.03
F: 0.18330 3.47467 -2.80751  -0.45
Te: 0.86727 3.62149 -0.97288  1.67
F: 0.52196 5.42918 -1.49290  -0.43
F: 1.76603 4.68117 0.38252  -0.52
F: 2.49121 3.73558 -1.94083  -0.41
F: 0.31226 1.48414 -1.56055  -0.60
O: -0.84948 3.56211 -0.26988  -0.71



3.
Molecular formula: C46H45ClIrN6O3Si
Method: DFT, ωB97M-V/def2-TZVPD

Computed properties:
* spin multiplicity: 5
* charge: +1
* HOMO-LUMO gap (alpha / beta): 5.33 / 4.16 eV
* LUMO level (alpha / beta): -3.212 / -6.456 eV
* HOMO (alpha / beta): -8.5 / -10.6 eV

Last column: Löwdin spin population.
Atoms and positions in Å:
Ir: 0.19886 1.48768 0.31572  1.03
O: -1.56598 5.11462 -0.37021  0.70
C: -1.32347 3.92714 -0.24277  0.30
N: 0.01539 3.41281 -0.00344  0.20
C: 1.10111 4.24047 -0.08100  0.10
O: 1.10112 5.46295 0.00569  0.36
C: 2.38388 3.43252 -0.30568  0.06
C: 3.65135 3.98879 -0.26714  0.01
C: 4.73800 3.20394 -0.76943  0.02
C: 4.54759 1.87554 -0.85175  0.01
C: 3.31557 1.26248 -0.51169  0.03
N: 2.24037 2.02473 -0.28694  0.03
C: -2.31698 2.81669 -0.12388  0.15
C: -3.71444 3.11634 -0.20848  0.07
C: -4.57723 2.14708 0.25240  0.05
C: -4.14230 0.83239 0.59069  0.10
C: -2.76560 0.60621 0.63149  0.02
N: -1.85859 1.57864 0.19952  0.18
H: 3.85064 5.04591 -0.16566  0.00
H: 5.62547 3.73772 -1.18964  0.00
H: 5.28716 1.24667 -1.24464  0.00
H: 3.15841 0.18024 -0.55488  0.00
H: -3.93074 4.12294 -0.51907  0.00
H: -5.63988 2.24075 0.13660  0.00
H: -4.79330 -0.01152 0.72340  0.01
H: -2.35917 -0.31821 0.92439  0.00
C: -2.45825 -0.67676 5.34422  0.01
C: -1.11401 -0.65357 5.74186  0.00
C: -0.24953 0.23156 5.16204  0.01
C: -0.57710 0.92702 3.97533  0.03
C: -2.00322 1.08645 3.77757  0.01
C: -2.89635 0.21105 4.36918  0.00
Si: 0.50727 1.82220 2.72388  0.20
C: 0.33027 3.61674 3.21219  0.03
C: 1.32369 4.28847 3.87737  0.01
C: 1.12793 5.55811 4.30861  0.00
C: -0.05726 6.27795 4.03567  0.00
C: -1.00048 5.66898 3.28081  0.00
C: -0.87381 4.30268 2.91988  0.01
C: 2.25540 1.14844 3.08165  0.03
C: 3.43067 1.94228 2.80814  0.01
C: 4.69731 1.44192 2.92612  0.00
C: 4.91664 0.14146 3.39341  0.02
C: 3.80230 -0.65147 3.68002  0.00
C: 2.50167 -0.16518 3.46826  0.02
H: -3.21474 -1.29818 5.87256  0.00
H: -0.77581 -1.22008 6.58565  0.00
H: 0.78004 0.39141 5.59861  0.00
H: -2.30689 1.81733 3.05880  0.00
H: -3.93745 0.13635 4.02925  0.00
H: 2.20953 3.75800 4.13105  0.00
H: 1.94673 6.03634 4.86080  0.00
H: -0.21319 7.26817 4.40515  0.00
H: -1.92114 6.22264 3.17350  0.00
H: -1.73066 3.72622 2.51916  0.00
H: 3.30384 2.97400 2.56344  0.00
H: 5.53696 2.15631 2.77816  0.00
H: 5.88924 -0.29925 3.40988  0.00
H: 3.94745 -1.61958 4.11272  0.00
H: 1.63063 -0.83831 3.56998  0.00
C: -3.62050 -5.00884 -3.83289  0.00
C: -3.07543 -3.99373 -2.79838  0.00
C: -3.36032 -2.57430 -3.29066  0.00
C: -3.90804 -4.23091 -1.44362  0.00
C: -1.54730 -4.26703 -2.56549  0.00
O: -1.43532 -5.71271 -2.56493  0.00
C: -0.73155 -3.68365 -3.72476  0.00
C: 0.74445 -4.08047 -3.70637  0.00
C: 1.58224 -3.04376 -4.42678  0.00
C: 2.11070 -1.85230 -3.75299  0.00
C: 2.77332 -0.87932 -4.46603  0.00
C: 2.90492 -1.04564 -5.86935  0.00
Cl: 3.46671 0.34095 -6.68240  0.00
C: 2.46134 -2.20251 -6.53560  0.00
C: 1.81873 -3.21355 -5.81064  0.00
C: -1.06783 -3.77834 -1.03060  0.00
N: -0.34972 -2.49226 -0.80798  0.02
C: -0.71473 -1.21030 -0.92855  0.03
N: 0.11899 -0.41646 -0.20072  0.08
C: 1.02079 -1.29386 0.38837  0.03
N: 0.75220 -2.55000 0.10280  0.00
H: -4.11958 -5.81349 -3.25056  0.00
H: -2.83047 -5.39751 -4.41131  0.00
H: -4.39346 -4.49795 -4.45503  0.00
H: -4.49917 -2.40582 -3.17984  0.00
H: -3.03810 -2.34227 -4.27311  0.00
H: -2.88213 -1.93974 -2.56087  0.00
H: -4.96789 -4.28273 -1.71262  0.00
H: -3.76559 -3.40430 -0.82349  0.00
H: -3.71287 -5.10717 -0.87897  0.00
H: -0.56298 -6.05512 -2.15680  0.00
H: -0.67596 -2.60341 -3.47997  0.00
H: -1.20808 -3.90530 -4.67069  0.00
H: 0.99244 -5.05521 -4.08303  0.00
H: 1.13782 -4.01824 -2.69984  0.00
H: 1.87027 -1.82886 -2.66164  0.00
H: 3.32852 -0.07497 -3.97362  0.00
H: 2.68233 -2.27714 -7.57320  0.00
H: 1.47733 -4.07693 -6.42571  0.00
H: -0.35718 -4.56030 -0.70201  0.00
H: -1.93434 -3.86279 -0.33026  0.00
H: -1.40577 -0.75154 -1.66000  0.00
H: 1.88622 -1.05540 1.07164  0.00



Repeat the first record exactly.
Molecular formula: C11H14N2OPPt
Method: DFT, ωB97M-V/def2-TZVPD

Computed properties:
* spin multiplicity: 3
* charge: -1
* HOMO-LUMO gap (alpha / beta): 3.75 / 6.18 eV
* LUMO level (alpha / beta): 2.747 / 2.715 eV
* HOMO (alpha / beta): -1.0 / -3.5 eV

Last column: Löwdin spin population.
Atoms and positions in Å:
C: 0.72830 -0.03776 -3.30607  0.00
C: -0.41706 -0.94214 -3.30915  0.17
C: -0.28311 -1.83676 -2.22763  0.00
C: 0.92648 -1.58221 -1.53722  0.21
C: 1.59821 -0.44825 -2.14053  -0.01
Pt: 0.42273 1.33569 -1.63175  0.40
P: -0.49173 3.30447 -1.74830  0.06
H: 1.12665 0.55681 -4.12925  0.01
H: -1.20726 -0.93417 -4.05138  0.01
H: -0.98745 -2.61261 -1.95941  0.00
H: 2.64786 -0.17053 -2.06626  0.00
H: 1.35727 -2.18620 -0.74630  0.01
H: -1.66784 3.43234 -0.92745  0.00
H: -0.94914 3.63495 -3.05615  0.02
H: 0.40984 4.35020 -1.41429  0.01
N: -1.69459 -1.84796 3.87329  0.01
C: -1.50609 -1.68974 2.52145  0.06
O: -2.08468 -2.39183 1.69686  0.08
C: -0.53220 -0.62786 2.11892  0.14
C: 0.40194 -0.01631 2.98579  0.24
C: 1.35020 0.84464 2.44863  0.05
C: 1.33024 1.13460 1.08495  0.22
N: 0.39436 0.60078 0.27859  0.25
C: -0.53151 -0.28454 0.75551  0.00
H: -2.33163 -2.54888 4.19892  0.00
H: -1.27203 -1.23407 4.56192  0.00
H: 0.37464 -0.21246 4.05534  0.02
H: 2.10707 1.34294 3.04754  0.00
H: 2.03228 1.78806 0.57430  0.02
H: -1.25173 -0.72121 0.04918  0.00



What did the first record say?
Molecular formula: C11H14N2OPPt
Method: DFT, ωB97M-V/def2-TZVPD

Computed properties:
* spin multiplicity: 3
* charge: -1
* HOMO-LUMO gap (alpha / beta): 3.75 / 6.18 eV
* LUMO level (alpha / beta): 2.747 / 2.715 eV
* HOMO (alpha / beta): -1.0 / -3.5 eV

Last column: Löwdin spin population.
Atoms and positions in Å:
C: 0.72830 -0.03776 -3.30607  0.00
C: -0.41706 -0.94214 -3.30915  0.17
C: -0.28311 -1.83676 -2.22763  0.00
C: 0.92648 -1.58221 -1.53722  0.21
C: 1.59821 -0.44825 -2.14053  -0.01
Pt: 0.42273 1.33569 -1.63175  0.40
P: -0.49173 3.30447 -1.74830  0.06
H: 1.12665 0.55681 -4.12925  0.01
H: -1.20726 -0.93417 -4.05138  0.01
H: -0.98745 -2.61261 -1.95941  0.00
H: 2.64786 -0.17053 -2.06626  0.00
H: 1.35727 -2.18620 -0.74630  0.01
H: -1.66784 3.43234 -0.92745  0.00
H: -0.94914 3.63495 -3.05615  0.02
H: 0.40984 4.35020 -1.41429  0.01
N: -1.69459 -1.84796 3.87329  0.01
C: -1.50609 -1.68974 2.52145  0.06
O: -2.08468 -2.39183 1.69686  0.08
C: -0.53220 -0.62786 2.11892  0.14
C: 0.40194 -0.01631 2.98579  0.24
C: 1.35020 0.84464 2.44863  0.05
C: 1.33024 1.13460 1.08495  0.22
N: 0.39436 0.60078 0.27859  0.25
C: -0.53151 -0.28454 0.75551  0.00
H: -2.33163 -2.54888 4.19892  0.00
H: -1.27203 -1.23407 4.56192  0.00
H: 0.37464 -0.21246 4.05534  0.02
H: 2.10707 1.34294 3.04754  0.00
H: 2.03228 1.78806 0.57430  0.02
H: -1.25173 -0.72121 0.04918  0.00



- Which of these has the lowest charge?
  C18H16AsF5O8P2PdSTe